75
Properties=species:S:1:pos:R:3 method="wB97M-V/def2-TZVPD" spin_multiplicity=3 homo_ha="-0.1189 / -0.1518" relative_energy_kj_mol=46.1 total_charge=-1 s_squared=2.01
Pd -0.806 0.672 -0.244
S -0.989 2.730 1.041
S -2.755 1.454 -1.474
Si -1.063 -1.048 1.412
O 2.261 -0.563 -2.816
O 1.674 1.296 -0.522
N -0.437 -2.688 -3.315
N -2.128 -1.616 -2.072
N 2.176 2.765 -2.120
N -3.166 5.665 1.512
N 0.027 -0.761 -2.193
N 3.867 1.795 -0.727
N -5.311 4.098 -1.456
C 1.124 0.218 2.776
C -2.938 -2.075 3.356
C -1.118 -3.930 -3.561
C -2.437 3.434 0.404
C -3.752 -0.349 1.775
C -4.362 3.577 -1.064
C -1.328 -2.816 0.736
C 2.545 1.926 -1.112
C 1.650 -1.718 1.315
C 0.637 -1.164 2.326
C 3.006 3.736 -2.798
C 0.745 2.733 -2.440
C -2.547 -0.789 2.616
C -2.859 4.671 1.019
C 0.617 -2.089 3.544
C 0.984 -2.500 -3.488
C 4.117 0.981 0.446
C -3.166 2.911 -0.612
C 5.062 1.925 -1.532
C -0.878 -1.686 -2.513
C -2.275 0.300 3.656
C 1.203 -1.150 -2.796
H -2.191 -3.766 -3.655
H -0.944 -4.668 -2.770
H 0.452 1.758 -2.835
H 5.398 0.939 -1.875
H 1.628 -2.178 3.962
H 1.705 -1.102 0.414
H -1.156 -3.561 1.518
H 3.205 0.847 1.014
H 4.869 1.471 1.071
H 2.650 -1.740 1.767
H 4.942 2.558 -2.400
H -3.799 -1.875 4.006
H -0.651 -3.037 -0.090
H -3.562 0.585 1.247
H 2.348 4.428 -3.319
H -0.775 -4.347 -4.508
H -3.229 -2.873 2.671
H -2.283 -0.887 -1.373
H 0.137 2.938 -1.556
H -4.625 -0.208 2.423
H -1.943 1.233 3.198
H -2.794 -2.352 -2.201
H -1.521 -0.014 4.379
H 3.602 4.324 -2.096
H 4.499 -0.005 0.154
H 1.406 -2.740 1.016
H -4.021 -1.100 1.025
H 0.278 -3.098 3.296
H -3.194 0.512 4.217
H 0.484 0.648 3.546
H 0.546 3.499 -3.188
H 1.281 -2.455 -4.537
H 2.136 0.134 3.195
H 3.665 3.291 -3.548
H -2.135 -2.457 3.988
H -2.350 -2.949 0.377
H 5.860 2.352 -0.916
H 1.570 -3.273 -2.980
H -0.026 -1.704 4.337
H 1.164 0.926 1.947